{"formula": "C4H13NO3", "method": "ωB97M-V/def2-TZVPD", "symbols": ["N", "C", "C", "C", "C", "H", "H", "H", "H", "H", "H", "H", "H", "H", "O", "H", "H", "O", "H", "H", "O"], "coordinates": [[1.60, 1.04, 0.86], [1.17, 1.23, -0.37], [0.01, 0.69, -0.91], [-0.29, 0.85, -2.28], [-1.13, -0.01, -2.90], [2.18, 1.80, 1.21], [0.94, 0.56, 1.51], [1.67, 2.00, -0.92], [-0.73, 0.15, -0.30], [0.24, 1.62, -2.83], [-1.28, 0.01, -3.97], [-1.81, -0.67, -2.38], [-3.25, -1.17, 0.84], [-3.24, 0.28, 1.25], [-2.67, -0.50, 1.22], [2.20, -1.01, 0.99], [2.63, -2.46, 0.78], [2.19, -1.88, 1.42], [-0.86, -0.81, 1.90], [0.53, -1.22, 2.45], [-0.11, -0.49, 2.43]], "gap_ev": [9.6, 8.3], "multiplicity": 2, "de_lowest_kcal_mol": 0.0, "s_squared": 0.783, "total_energy_ha": -440.39004, "total_charge": 1}